Entry 1:
{"formula": "C18H19BrN2O4", "method": "ωB97M-V/def2-TZVPD", "species": ["C", "C", "N", "C", "C", "N", "C", "C", "H", "H", "H", "H", "H", "H", "H", "H", "H", "H", "H", "Br", "C", "C", "C", "O", "C", "C", "C", "O", "H", "H", "H", "H", "C", "C", "C", "O", "C", "C", "C", "O", "H", "H", "H", "H"], "coordinates": [[1.49, -1.63, 2.23], [1.47, -1.42, 0.78], [1.50, -2.72, 0.05], [2.28, -3.80, 0.40], [1.93, -4.85, -0.41], [0.89, -4.37, -1.18], [0.64, -3.11, -0.89], [0.19, -5.13, -2.14], [2.38, -2.17, 2.60], [0.69, -2.23, 2.64], [1.61, -0.72, 2.83], [2.34, -0.82, 0.46], [0.49, -0.98, 0.49], [2.99, -3.73, 1.19], [2.18, -5.90, -0.50], [-0.05, -2.41, -1.32], [0.90, -5.66, -2.81], [-0.40, -4.40, -2.72], [-0.50, -5.86, -1.69], [-1.14, -0.53, -1.19], [3.89, 2.81, -0.66], [3.78, 2.56, 0.60], [2.57, 1.99, 1.14], [2.53, 1.72, 2.34], [1.41, 1.72, 0.29], [1.49, 1.92, -1.07], [2.78, 2.44, -1.62], [3.11, 2.52, -2.75], [4.78, 3.15, -1.15], [4.61, 2.68, 1.32], [0.45, 1.41, 0.71], [0.69, 1.64, -1.78], [-4.20, 1.79, -0.43], [-3.18, 2.41, 0.12], [-3.43, 3.67, 0.83], [-2.51, 4.29, 1.30], [-4.81, 4.24, 1.02], [-5.82, 3.59, 0.47], [-5.58, 2.31, -0.21], [-6.49, 1.56, -0.55], [-4.09, 0.88, -1.01], [-2.15, 2.06, 0.10], [-4.86, 5.16, 1.57], [-6.86, 3.90, 0.58]], "homo_ha": -0.303, "gap_ev": 7.1544, "de_lowest_kj_mol": 129.9, "spin_multiplicity": 1, "energy_ev": -100184.041}


Entry 2:
{"formula": "C3H8O2", "method": "ωB97M-V/def2-TZVPD", "species": ["C", "O", "H", "H", "C", "C", "O", "H", "H", "H", "H", "H", "H"], "coordinates": [[2.46, 0.13, -0.34], [2.25, -0.78, 0.39], [3.40, 0.38, -0.88], [1.67, 0.73, -0.84], [-1.15, -1.02, -0.02], [-0.93, 0.34, 0.60], [-0.68, 1.33, -0.41], [-0.20, -1.39, -0.39], [-1.60, -1.72, 0.69], [-1.81, -1.00, -0.89], [-0.17, 0.44, 1.38], [-1.79, 0.68, 1.19], [-1.45, 1.88, -0.50]], "homo_ha": -0.364, "gap_ev": 10.8223, "de_lowest_kj_mol": 183.0, "spin_multiplicity": 1, "energy_ev": -7334.153, "smiles": "C=O.CCO"}


| no. | maximum force (hartree/bohr) |
| --- | --- |
| 1 | 0.060 |
| 2 | 0.058 |